8
Properties=species:S:1:pos:R:3 method="wB97M-V/def2-TZVPD" multiplicity=1 homo_lumo_gap_ev="7.05 / 7.05" e_tot_ev=-12624.592 e_above_lowest_kj_mol=497.3
B -1.246 -0.576 -1.280
C 1.312 0.449 1.213
S -0.175 0.041 0.184
H -1.325 0.220 -2.068
H -1.388 -1.733 -1.352
H 1.909 -0.429 1.310
H 0.887 0.803 2.237
H 0.026 1.226 -0.244

---

81
Properties=species:S:1:pos:R:3 method="wB97M-V/def2-TZVPD" multiplicity=1 homo_lumo_gap_ev=8.13 e_tot_ev=-67742.426
C 0.588 2.183 -2.826
C 0.288 0.821 -2.171
N 0.811 -0.305 -2.952
C 1.699 -1.174 -2.268
C 2.802 -0.718 -1.619
C 3.625 -1.631 -0.922
N 4.733 -1.343 -0.225
S 5.265 -2.738 0.366
N 4.175 -3.755 -0.201
C 3.307 -3.025 -0.910
C 2.173 -3.500 -1.609
C 1.408 -2.593 -2.258
Cl 0.007 -3.156 -3.094
H -0.307 2.549 -3.319
H 1.407 2.089 -3.536
H 0.892 2.878 -2.043
H -0.796 0.724 -2.069
H 0.702 0.854 -1.166
H 1.212 0.012 -3.823
H 3.035 0.340 -1.639
H 1.927 -4.552 -1.619
C -0.385 2.603 1.522
O 0.533 1.678 0.945
H -0.700 3.279 0.734
H -1.265 2.095 1.924
H 0.086 3.190 2.314
H 0.826 1.072 1.631
C -2.200 5.838 0.188
O -2.072 5.441 1.548
H -2.021 4.955 -0.422
H -3.203 6.214 -0.029
H -1.465 6.602 -0.079
H -2.227 6.213 2.099
C -1.459 -3.403 0.658
O -0.237 -3.203 1.370
H -2.250 -2.970 1.263
H -1.433 -2.901 -0.312
H -1.671 -4.465 0.517
H 0.482 -3.577 0.853
C 2.182 -0.513 -6.875
O 3.315 -0.197 -6.065
H 1.294 -0.170 -6.349
H 2.241 -0.004 -7.840
H 2.103 -1.591 -7.034
H 4.095 -0.508 -6.532
C -2.778 0.171 -4.170
O -2.066 1.365 -4.482
H -2.037 -0.620 -4.073
H -3.319 0.263 -3.224
H -3.485 -0.094 -4.961
H -2.704 2.078 -4.570
C 4.731 3.523 -2.951
O 3.892 2.378 -3.057
H 4.332 4.142 -2.153
H 5.757 3.241 -2.699
H 4.726 4.101 -3.877
H 4.227 1.818 -3.765
C -2.298 -4.042 4.869
O -2.026 -4.349 3.507
H -3.045 -4.741 5.228
H -1.396 -4.142 5.482
H -2.695 -3.029 4.978
H -1.354 -3.735 3.187
C 2.340 6.281 -2.930
O 3.629 6.730 -3.340
H 1.936 5.660 -3.726
H 2.403 5.683 -2.017
H 1.660 7.121 -2.761
H 3.986 7.275 -2.635
C -5.657 -5.025 7.195
O -4.824 -3.919 6.864
H -5.037 -5.917 7.148
H -6.065 -4.934 8.205
H -6.482 -5.134 6.485
H -5.364 -3.124 6.900
C -2.780 -3.084 9.150
O -1.539 -2.933 9.836
H -3.551 -2.666 9.794
H -2.780 -2.546 8.200
H -3.009 -4.134 8.961
H -0.848 -3.299 9.279

---

15
Properties=species:S:1:pos:R:3 method="wB97M-V/def2-TZVPD" multiplicity=1 homo_lumo_gap_ev=8.73 e_tot_ev=-11787.360 e_above_lowest_kj_mol=381.4 smiles="NC(=O)O.C=C=NN"
N -2.739 -0.132 -0.885
C -1.680 -0.014 -0.044
O -1.600 -0.676 0.965
O -0.980 1.153 -0.326
H -2.826 0.450 -1.700
H -3.398 -0.874 -0.729
H -0.363 1.351 0.418
C 2.518 -0.667 -1.301
C 1.806 -0.230 -0.302
N 1.667 0.114 0.869
N 0.729 0.419 1.823
H 3.254 -1.441 -1.149
H 2.494 -0.197 -2.269
H 0.902 1.155 2.498
H 0.218 -0.410 2.131

---

15
Properties=species:S:1:pos:R:3 method="wB97M-V/def2-TZVPD" multiplicity=1 homo_lumo_gap_ev=9.13 e_tot_ev=-19669.050 e_above_lowest_kj_mol=246.3
C -0.018 2.247 0.704
C 0.733 1.476 -0.200
C -0.405 1.438 1.767
C 0.807 0.203 0.358
C 0.239 -1.616 -1.613
N 0.133 0.179 1.556
O 1.443 -2.367 0.671
S 1.684 -1.273 -0.275
H -0.096 3.350 0.570
H 1.137 1.921 -1.072
H -0.651 1.768 2.788
H -0.551 -1.798 -0.866
H 0.850 -2.175 -2.313
H -0.094 -0.754 -2.209
H -0.143 -0.600 2.088

---

57
Properties=species:S:1:pos:R:3 method="wB97M-V/def2-TZVPD" multiplicity=1 homo_lumo_gap_ev=6.45 e_tot_ev=-46473.814
Be 0.630 -2.267 -1.175
N 4.183 -2.085 0.554
C 2.932 -1.956 0.061
S 2.667 -2.100 -1.644
N 1.999 -1.645 0.977
N 0.818 -1.610 0.358
C -0.271 -1.153 0.869
C -0.418 -0.630 2.247
C -0.704 0.716 2.458
C -0.829 1.211 3.749
C -0.667 0.359 4.835
C -0.380 -0.985 4.628
C -0.254 -1.479 3.337
C -1.355 -1.192 -0.129
C -2.677 -0.849 0.119
C -3.589 -0.913 -0.916
C -3.171 -1.316 -2.180
C -1.850 -1.664 -2.354
N -0.962 -1.613 -1.356
H 4.869 -2.511 -0.044
H 4.269 -2.230 1.546
H -0.821 1.375 1.603
H -1.045 2.260 3.908
H -0.761 0.744 5.843
H -0.252 -1.650 5.474
H -0.017 -2.523 3.167
H -2.965 -0.537 1.117
H -4.625 -0.648 -0.745
H -3.858 -1.365 -3.015
H -1.471 -1.993 -3.316
C -1.819 1.992 -1.715
N -0.524 2.581 -1.438
C -0.516 3.920 -0.873
C 0.820 4.582 -1.118
C 1.904 3.690 -0.560
N 1.785 2.342 -1.094
C 2.966 1.498 -1.013
C 0.600 1.776 -1.487
O 0.541 0.605 -1.859
H -2.387 2.638 -2.388
H -2.403 1.854 -0.797
H -1.675 1.025 -2.182
H -0.724 3.892 0.205
H -1.321 4.485 -1.339
H 0.856 5.564 -0.644
H 0.968 4.710 -2.192
H 1.851 3.678 0.535
H 2.890 4.068 -0.828
H 3.805 1.991 -1.510
H 2.767 0.548 -1.497
H 3.242 1.308 0.029
C -0.903 -4.817 -1.240
C 0.362 -4.059 -0.823
O 1.177 -4.669 -0.148
H -0.792 -5.892 -1.082
H -1.157 -4.612 -2.286
H -1.741 -4.451 -0.630

---

15
Properties=species:S:1:pos:R:3 method="wB97M-V/def2-TZVPD" multiplicity=1 homo_lumo_gap_ev=10.21 e_tot_ev=-7827.193 e_above_lowest_kj_mol=494.7
C 0.092 1.928 0.259
N -0.237 0.527 0.187
C -0.132 -0.214 -0.999
C -0.194 -1.501 -0.146
O -1.422 -2.131 0.098
C 0.415 -0.508 0.884
H -0.567 2.478 -0.421
H -0.054 2.303 1.276
H 1.137 2.091 -0.047
H 1.308 -0.290 -1.043
H -0.730 0.068 -1.880
H 0.490 -2.276 -0.480
H -2.097 -1.458 0.250
H 0.324 -0.546 1.988
H 1.669 -0.470 0.073